# C39H99N8O10

6 unconnected molecules or ions with the total composition C39H99N8O10 (ωB97M-V with the def2-TZVPD basis set, the Open Molecules 2025 dataset).

XYZ file:
```
156
Properties=species:S:1:pos:R:3:lowdin_charge:R:1
C -2.33 3.68 -0.70 -0.130
C -2.15 3.82 -2.32 -0.271
C -3.56 3.81 -3.18 -0.172
C -3.22 4.01 -4.80 -0.179
N -1.75 4.26 -5.09 -0.085
N -1.10 3.08 -5.51 -0.008
C 0.37 3.12 -5.19 -0.126
C 0.89 1.97 -4.15 -0.176
C 0.74 0.43 -4.69 -0.203
C -0.23 -0.52 -3.71 -0.185
C -1.84 -0.27 -3.95 -0.288
N -2.59 -1.57 -3.68 -0.030
H -1.54 2.86 -0.35 0.077
H -3.39 3.31 -0.34 0.087
H -2.07 4.66 -0.10 0.090
H -1.54 2.86 -2.68 0.071
H -1.52 4.80 -2.51 0.118
H -4.22 4.70 -2.78 0.127
H -4.08 2.75 -3.02 0.122
H -3.70 3.17 -5.47 0.132
H -3.78 5.02 -5.11 0.144
H -1.75 4.97 -5.87 0.163
H -1.18 3.10 -6.57 0.204
H -1.61 2.24 -5.15 0.146
H 0.61 4.18 -4.71 0.156
H 0.99 3.02 -6.20 0.155
H 0.42 2.01 -3.08 0.107
H 2.06 2.15 -4.00 0.138
H 1.81 -0.08 -4.65 0.116
H 0.41 0.39 -5.83 0.114
H -0.01 -1.65 -3.99 0.119
H 0.10 -0.41 -2.57 0.131
H -2.27 0.64 -3.31 0.108
H -2.01 0.04 -5.09 0.103
H -3.58 -1.38 -3.35 0.075
H -2.64 -2.05 -4.62 0.070
C -2.20 2.34 7.11 -0.098
O -1.36 2.94 6.12 -0.231
C -0.15 2.21 5.87 -0.187
C -0.21 1.53 4.49 -0.203
N -1.17 0.43 4.47 -0.053
C -1.51 -0.05 3.12 -0.190
C -2.13 0.97 2.13 -0.230
O -3.46 1.39 2.48 -0.188
C -3.52 2.40 3.47 -0.096
H -2.97 3.06 7.38 0.089
H -2.69 1.45 6.71 0.073
H -1.63 2.08 8.01 0.096
H 0.07 1.49 6.67 0.124
H 0.66 2.94 5.86 0.122
H 0.79 1.14 4.24 0.122
H -0.47 2.30 3.76 0.093
H -2.03 0.73 4.92 0.065
H -2.23 -0.86 3.25 0.121
H -0.62 -0.49 2.67 0.115
H -2.23 0.45 1.17 0.115
H -1.49 1.83 1.95 0.092
H -2.68 3.10 3.40 0.087
H -3.57 1.95 4.46 0.069
H -4.44 2.97 3.32 0.090
C 1.41 -6.95 -4.18 -0.113
O 2.50 -6.92 -3.27 -0.197
C 3.78 -6.85 -3.91 -0.196
C 4.41 -5.46 -3.72 -0.201
N 3.69 -4.43 -4.49 -0.054
C 4.02 -3.05 -4.11 -0.186
C 3.76 -2.62 -2.65 -0.214
O 2.38 -2.54 -2.30 -0.205
C 1.77 -3.79 -1.98 -0.095
H 0.51 -7.21 -3.62 0.091
H 1.25 -5.97 -4.63 0.067
H 1.57 -7.71 -4.96 0.089
H 3.73 -7.13 -4.97 0.120
H 4.42 -7.58 -3.40 0.121
H 5.46 -5.48 -4.05 0.122
H 4.39 -5.23 -2.65 0.096
H 2.69 -4.56 -4.36 0.061
H 3.43 -2.40 -4.76 0.107
H 5.07 -2.86 -4.36 0.113
H 4.15 -1.60 -2.55 0.104
H 4.31 -3.23 -1.92 0.110
H 2.47 -4.47 -1.48 0.091
H 1.36 -4.24 -2.88 0.064
H 0.94 -3.59 -1.31 0.090
C -1.00 5.99 7.12 -0.107
O -0.53 5.65 8.42 -0.199
C 0.26 6.67 9.03 -0.198
C -0.51 7.34 10.19 -0.204
N -1.62 8.15 9.69 -0.058
C -2.59 8.54 10.73 -0.193
C -3.31 7.42 11.50 -0.215
O -4.23 6.66 10.72 -0.181
C -3.65 5.65 9.92 -0.104
H -1.40 5.09 6.65 0.067
H -1.81 6.72 7.18 0.073
H -0.19 6.37 6.49 0.090
H 0.62 7.41 8.30 0.119
H 1.14 6.17 9.45 0.118
H 0.17 7.98 10.76 0.122
H -0.86 6.54 10.84 0.095
H -2.13 7.63 8.98 0.062
H -3.36 9.14 10.22 0.119
H -2.09 9.21 11.44 0.115
H -3.91 7.90 12.28 0.120
H -2.61 6.76 12.04 0.108
H -2.77 5.19 10.40 0.088
H -3.39 6.05 8.95 0.065
H -4.39 4.86 9.76 0.088
C 7.72 -0.26 2.80 -0.112
O 8.55 0.34 1.82 -0.201
C 9.76 -0.39 1.57 -0.196
C 9.71 -1.07 0.19 -0.203
N 8.74 -2.17 0.17 -0.055
C 8.40 -2.65 -1.18 -0.190
C 7.78 -1.63 -2.17 -0.207
O 6.46 -1.21 -1.82 -0.213
C 6.40 -0.20 -0.84 -0.090
H 6.94 0.46 3.08 0.090
H 7.22 -1.15 2.41 0.070
H 8.28 -0.52 3.71 0.090
H 9.98 -1.11 2.36 0.121
H 10.57 0.34 1.56 0.120
H 10.70 -1.46 -0.06 0.123
H 9.45 -0.30 -0.54 0.095
H 7.88 -1.87 0.62 0.063
H 7.68 -3.46 -1.05 0.117
H 9.29 -3.09 -1.63 0.117
H 7.68 -2.15 -3.13 0.116
H 8.43 -0.77 -2.35 0.110
H 7.24 0.50 -0.90 0.091
H 6.35 -0.65 0.16 0.070
H 5.47 0.37 -0.98 0.086
C -7.71 -6.82 -3.54 -0.110
O -6.32 -7.13 -3.46 -0.200
C -5.86 -7.97 -4.53 -0.196
C -4.97 -7.17 -5.50 -0.203
N -5.75 -6.20 -6.27 -0.054
C -4.94 -5.19 -6.96 -0.191
C -4.03 -4.29 -6.11 -0.223
O -4.72 -3.36 -5.28 -0.210
C -5.21 -3.91 -4.06 -0.096
H -8.01 -6.37 -2.60 0.092
H -7.90 -6.10 -4.34 0.070
H -8.31 -7.72 -3.71 0.091
H -6.68 -8.47 -5.06 0.121
H -5.25 -8.75 -4.07 0.120
H -4.47 -7.86 -6.19 0.123
H -4.20 -6.68 -4.90 0.094
H -6.39 -5.71 -5.64 0.064
H -5.65 -4.54 -7.50 0.120
H -4.34 -5.69 -7.73 0.117
H -3.44 -3.67 -6.81 0.115
H -3.29 -4.85 -5.53 0.109
H -4.56 -4.68 -3.66 0.094
H -6.22 -4.30 -4.21 0.070
H -5.29 -3.10 -3.33 0.080
```

Values from the calculation:
orbital gap = 6.5 eV
HOMO = -9.559 eV
net charge = +1
ΔE to the lowest compared entry with this formula, charge and spin = 384.45 kJ/mol
2S+1 = 1

***

# C6H16NO5P

A single C6H16NO5P molecule (ωB97M-V with the def2-TZVPD basis set, the Open Molecules 2025 dataset).

XYZ file:
```
29
Properties=species:S:1:pos:R:3:lowdin_charge:R:1
C -2.05 0.94 -3.60 -0.107
C -1.77 -0.57 -3.97 -0.217
C -0.69 -1.22 -3.05 -0.223
O -0.71 -0.69 -1.70 -0.139
C 0.42 -1.21 -1.01 -0.272
O 0.07 -1.75 0.26 -0.146
P 0.10 -0.60 1.47 0.591
O -0.85 0.52 1.07 -0.280
O -0.54 -1.36 2.81 -0.130
O 1.63 0.00 1.77 -0.187
C 2.01 -0.11 3.15 -0.297
N 1.39 0.91 4.01 -0.113
C 1.14 2.19 3.31 -0.126
H -2.91 1.30 -4.21 0.070
H -1.16 1.53 -3.95 0.077
H -2.22 1.08 -2.51 0.073
H -1.39 -0.63 -5.03 0.107
H -2.73 -1.15 -3.95 0.105
H 0.34 -1.02 -3.46 0.128
H -0.90 -2.32 -2.99 0.129
H 0.78 -2.08 -1.63 0.130
H 1.26 -0.48 -0.99 0.145
H -1.23 -0.78 3.15 0.087
H 1.81 -1.11 3.60 0.120
H 3.13 0.01 3.16 0.133
H 1.94 1.04 4.85 0.103
H 0.97 2.96 4.11 0.088
H 1.96 2.50 2.61 0.087
H 0.20 2.10 2.72 0.062
```

Values from the calculation:
orbital gap = 9.8 eV
HOMO = -9.122 eV
net charge = 0
ΔE to the lowest compared entry with this formula, charge and spin = 195.54 kJ/mol
2S+1 = 1

***

# C19H21NO

A single C19H21NO molecule (ωB97M-V with the def2-TZVPD basis set, the Open Molecules 2025 dataset).

XYZ file:
```
42
Properties=species:S:1:pos:R:3:lowdin_charge:R:1
C 3.44 4.13 -1.39 -0.118
N 2.31 3.31 -1.01 -0.280
C 2.03 2.29 -1.99 -0.104
C 2.50 2.74 0.32 -0.222
C 1.30 2.06 0.78 0.004
C 0.31 1.49 1.15 -0.005
C -0.88 0.76 1.56 -0.108
C -0.69 -0.75 1.33 -0.431
O 0.21 -1.19 2.33 0.019
C -0.13 -0.95 -0.07 -0.191
C 1.22 -1.21 -0.27 -0.029
C 1.73 -1.36 -1.55 -0.085
C 0.89 -1.23 -2.64 -0.097
C -0.45 -0.95 -2.46 -0.075
C -0.96 -0.81 -1.18 -0.026
C -1.99 -1.54 1.47 -0.158
C -1.98 -2.87 1.04 -0.033
C -3.10 -3.67 1.19 -0.073
C -4.25 -3.15 1.78 -0.089
C -4.26 -1.84 2.22 -0.077
C -3.13 -1.04 2.07 -0.024
H 3.24 4.57 -2.36 0.082
H 3.57 4.92 -0.66 0.081
H 4.38 3.55 -1.46 0.086
H 1.81 2.76 -2.95 0.086
H 2.88 1.60 -2.13 0.088
H 1.17 1.71 -1.68 0.069
H 2.73 3.56 1.01 0.123
H 3.34 2.02 0.34 0.129
H -1.05 0.94 2.62 0.133
H -1.73 1.12 0.98 0.132
H 0.33 -2.14 2.25 0.105
H 1.87 -1.29 0.59 0.118
H 2.78 -1.57 -1.69 0.104
H 1.29 -1.34 -3.64 0.101
H -1.11 -0.85 -3.31 0.103
H -2.01 -0.60 -1.03 0.124
H -1.10 -3.28 0.58 0.123
H -3.08 -4.69 0.85 0.104
H -5.13 -3.77 1.89 0.101
H -5.14 -1.43 2.68 0.103
H -3.16 -0.02 2.43 0.107
```

Values from the calculation:
orbital gap = 9.3 eV
HOMO = -8.535 eV
net charge = 0
ΔE to the lowest compared entry with this formula, charge and spin = 325.53 kJ/mol
2S+1 = 1

***

# C19H13CsF3IN3S

A molecular structure, C19H13CsF3IN3S (ωB97M-V with the def2-TZVPD basis set, the Open Molecules 2025 dataset).

XYZ file:
```
41
Properties=species:S:1:pos:R:3:lowdin_charge:R:1
Cs -0.59 -0.58 -0.10 0.779
F 3.55 -2.76 4.27 0.108
C 3.79 -1.48 3.91 -0.606
F 5.04 -1.21 4.40 0.087
F 2.96 -0.69 4.60 0.118
C 3.74 -1.28 2.42 -0.146
C 4.90 -0.87 1.78 -0.031
C 4.90 -0.68 0.40 -0.086
C 3.71 -0.93 -0.26 -0.172
N 2.59 -1.32 0.33 -0.023
C 2.55 -1.51 1.67 -0.756
S 1.07 -2.01 2.40 0.427
H 5.79 -0.69 2.36 0.112
H 5.78 -0.36 -0.13 0.089
H 3.65 -0.80 -1.34 0.101
I -4.06 0.15 -1.59 0.817
C -4.02 2.24 -1.35 -0.657
C -5.23 2.88 -1.33 -0.194
C -5.26 4.29 -1.17 -0.113
C -4.09 4.98 -1.04 -0.064
C -2.84 4.31 -1.06 -0.192
C -1.64 5.04 -0.92 -0.084
C -0.44 4.38 -0.94 -0.121
C -0.41 2.98 -1.10 -0.216
C -1.53 2.17 -1.24 -0.265
C -2.77 2.89 -1.22 -0.299
H -6.15 2.33 -1.44 0.073
H -6.21 4.80 -1.15 0.091
H -4.10 6.06 -0.91 0.100
H -1.69 6.12 -0.80 0.095
H 0.48 4.94 -0.84 0.087
H 0.59 2.53 -1.10 0.058
N 0.05 -5.62 -0.20 0.045
C -0.80 -5.96 -1.22 -0.124
C -1.18 -4.78 -1.78 -0.171
N -0.60 -3.73 -1.11 0.003
C 0.14 -4.27 -0.17 -0.227
H 0.52 -6.24 0.44 0.145
H -1.05 -6.98 -1.45 0.096
H -1.84 -4.62 -2.61 0.092
H 0.71 -3.72 0.57 0.025
```

Values from the calculation:
orbital gap = 6.0 eV
HOMO = -3.854 eV
net charge = -1
2S+1 = 1

***

# C48H120N8O16

8 unconnected molecules or ions with the total composition C48H120N8O16 (ωB97M-V with the def2-TZVPD basis set, the Open Molecules 2025 dataset).

XYZ file:
```
192
Properties=species:S:1:pos:R:3:lowdin_charge:R:1
C -0.86 -3.97 -9.70 -0.107
O -1.14 -5.24 -9.17 -0.209
C -2.17 -6.08 -9.68 -0.203
C -2.35 -7.43 -8.94 -0.207
N -3.71 -7.79 -8.76 -0.107
C -4.66 -7.78 -9.89 -0.169
C -5.90 -8.61 -9.41 -0.130
O -5.47 -10.01 -9.06 -0.209
C -6.48 -10.85 -8.61 -0.150
H -0.96 -4.01 -10.78 0.081
H 0.22 -3.88 -9.52 0.088
H -1.45 -3.17 -9.27 0.084
H -2.16 -6.14 -10.76 0.113
H -3.09 -5.50 -9.54 0.107
H -1.95 -7.31 -7.93 0.120
H -1.78 -8.26 -9.37 0.111
H -3.84 -8.59 -8.15 0.103
H -4.14 -8.00 -10.83 0.114
H -4.94 -6.73 -9.92 0.099
H -6.69 -8.74 -10.15 0.110
H -6.33 -8.07 -8.56 0.117
H -6.51 -10.87 -7.52 0.082
H -6.49 -11.90 -8.91 0.084
H -7.45 -10.45 -8.91 0.076
C 0.30 11.43 7.42 -0.142
O 0.83 10.73 6.37 -0.222
C 2.27 10.52 6.19 -0.149
C 2.60 11.00 4.75 -0.205
N 2.36 12.44 4.86 -0.044
C 1.96 12.97 3.56 -0.229
C 1.41 14.37 3.65 -0.218
O 0.28 14.59 4.51 -0.160
C 0.06 15.92 4.84 -0.137
H -0.63 11.99 7.29 0.084
H 1.08 12.14 7.69 0.089
H -0.03 10.73 8.18 0.083
H 2.49 9.47 6.38 0.115
H 2.80 11.17 6.89 0.115
H 2.09 10.46 3.96 0.112
H 3.66 10.79 4.56 0.112
H 1.47 12.42 5.35 0.076
H 1.33 12.23 3.06 0.110
H 2.72 12.96 2.78 0.121
H 1.26 14.58 2.59 0.112
H 2.23 15.09 3.68 0.119
H -0.26 16.45 3.94 0.089
H 1.00 16.38 5.13 0.080
H -0.53 16.12 5.73 0.089
C 20.50 -3.25 -5.40 -0.101
O 19.70 -3.26 -4.20 -0.171
C 19.58 -4.52 -3.67 -0.255
C 18.70 -4.36 -2.41 -0.163
N 17.26 -4.53 -2.79 -0.106
C 16.30 -4.50 -1.67 -0.180
C 14.88 -4.42 -2.32 -0.174
O 13.80 -4.19 -1.34 -0.174
C 12.62 -3.90 -1.91 -0.192
H 21.59 -3.35 -5.38 0.083
H 20.38 -2.29 -5.89 0.081
H 20.22 -3.93 -6.21 0.081
H 20.55 -4.81 -3.25 0.113
H 19.32 -5.28 -4.42 0.124
H 18.79 -3.42 -1.87 0.110
H 18.84 -5.06 -1.59 0.107
H 16.98 -4.13 -3.68 0.102
H 16.44 -3.47 -1.34 0.106
H 16.46 -5.20 -0.86 0.121
H 14.71 -5.35 -2.86 0.116
H 14.85 -3.65 -3.08 0.112
H 12.22 -4.68 -2.57 0.081
H 12.58 -3.08 -2.63 0.083
H 11.91 -3.75 -1.10 0.095
C -9.92 0.31 -12.08 -0.056
O -9.25 0.66 -10.80 -0.198
C -8.72 -0.36 -9.97 -0.240
C -8.98 -0.13 -8.50 -0.243
N -8.66 -1.24 -7.65 -0.065
C -7.33 -1.88 -7.73 -0.203
C -7.12 -2.97 -6.65 -0.263
O -7.39 -2.46 -5.41 -0.179
C -7.12 -3.35 -4.27 -0.066
H -10.08 1.27 -12.59 0.077
H -10.89 -0.18 -11.94 0.083
H -9.19 -0.16 -12.74 0.080
H -7.64 -0.51 -9.95 0.109
H -9.25 -1.29 -10.20 0.124
H -10.05 0.04 -8.33 0.118
H -8.52 0.80 -8.18 0.117
H -8.77 -0.98 -6.68 0.102
H -6.60 -1.08 -7.68 0.112
H -7.04 -2.32 -8.69 0.108
H -6.06 -3.19 -6.83 0.117
H -7.74 -3.84 -6.87 0.125
H -6.05 -3.56 -4.22 0.081
H -7.61 -4.31 -4.10 0.080
H -7.40 -2.82 -3.36 0.080
C 0.68 1.94 2.24 -0.091
O 1.88 1.27 1.86 -0.187
C 1.70 0.15 1.00 -0.262
C 2.97 -0.64 0.99 -0.187
N 2.84 -1.97 0.35 -0.087
C 2.83 -2.09 -1.07 -0.212
C 2.40 -3.58 -1.24 -0.178
O 1.27 -3.98 -0.41 -0.184
C 0.29 -4.60 -1.15 -0.155
H 0.93 2.80 2.86 0.086
H 0.19 1.19 2.86 0.085
H 0.11 2.25 1.37 0.086
H 1.48 0.31 -0.05 0.114
H 0.87 -0.50 1.29 0.122
H 3.14 -0.82 2.05 0.120
H 3.76 -0.10 0.47 0.126
H 1.90 -2.29 0.52 0.080
H 3.88 -1.97 -1.34 0.122
H 2.17 -1.34 -1.50 0.110
H 3.21 -4.21 -0.86 0.120
H 2.37 -3.86 -2.29 0.115
H 0.56 -5.60 -1.50 0.089
H 0.03 -4.11 -2.09 0.082
H -0.66 -4.56 -0.62 0.090
C -7.88 9.17 -5.80 -0.098
O -7.78 7.91 -5.17 -0.209
C -6.51 7.60 -4.73 -0.230
C -5.79 6.75 -5.86 -0.191
N -4.84 5.87 -5.21 -0.074
C -5.48 4.74 -4.52 -0.195
C -4.51 3.58 -4.11 -0.146
O -3.68 3.44 -5.30 -0.214
C -2.61 2.59 -5.18 -0.154
H -7.13 9.18 -6.59 0.083
H -7.71 9.89 -5.00 0.090
H -8.86 9.23 -6.26 0.091
H -6.66 7.03 -3.81 0.105
H -5.88 8.45 -4.45 0.120
H -5.39 7.46 -6.58 0.111
H -6.53 6.14 -6.38 0.112
H -4.33 5.43 -5.97 0.093
H -6.22 4.26 -5.15 0.113
H -6.02 5.17 -3.68 0.102
H -5.13 2.72 -3.89 0.117
H -3.80 3.79 -3.31 0.116
H -1.92 2.81 -4.36 0.080
H -1.90 2.71 -5.99 0.090
H -2.95 1.57 -5.03 0.089
C 3.02 4.71 10.52 -0.105
O 3.17 5.69 11.53 -0.217
C 3.94 5.32 12.66 -0.202
C 4.14 6.56 13.57 -0.190
N 2.85 7.18 13.93 -0.072
C 3.04 8.50 14.51 -0.195
C 1.75 9.36 14.46 -0.187
O 0.87 9.16 13.34 -0.215
C -0.30 8.44 13.66 -0.101
H 2.47 5.08 9.65 0.090
H 2.72 3.76 10.96 0.088
H 4.00 4.54 10.07 0.076
H 4.81 4.87 12.18 0.117
H 3.39 4.60 13.27 0.118
H 4.71 7.33 13.06 0.104
H 4.73 6.32 14.45 0.114
H 2.07 7.06 13.30 0.088
H 3.79 9.07 13.97 0.104
H 3.34 8.27 15.54 0.114
H 1.98 10.42 14.33 0.118
H 1.18 9.24 15.37 0.104
H -0.61 8.77 14.64 0.080
H 0.10 7.42 13.68 0.079
H -1.08 8.60 12.92 0.091
C -4.22 -10.76 4.11 -0.066
O -5.24 -11.71 3.65 -0.221
C -6.15 -12.23 4.66 -0.182
C -5.59 -12.67 6.05 -0.241
N -5.56 -11.50 6.85 -0.065
C -5.47 -11.94 8.26 -0.193
C -5.81 -10.77 9.15 -0.243
O -4.66 -9.96 9.22 -0.213
C -4.61 -9.06 10.40 -0.066
H -4.80 -10.12 4.78 0.068
H -3.87 -10.27 3.20 0.093
H -3.49 -11.29 4.73 0.081
H -6.58 -13.17 4.34 0.111
H -6.82 -11.39 4.80 0.117
H -4.57 -12.99 5.87 0.113
H -6.10 -13.56 6.44 0.118
H -4.99 -10.77 6.45 0.087
H -4.51 -12.40 8.51 0.119
H -6.07 -12.83 8.46 0.112
H -6.14 -11.15 10.12 0.114
H -6.54 -10.06 8.75 0.123
H -3.68 -8.51 10.44 0.082
H -4.74 -9.62 11.32 0.076
H -5.46 -8.37 10.34 0.077
```

Values from the calculation:
orbital gap = 8.6 eV
HOMO = -8.211 eV
net charge = 0
ΔE to the lowest compared entry with this formula, charge and spin = 1012.63 kJ/mol
2S+1 = 1

***

# C3H4O2

A single C3H4O2 molecule (ωB97M-V with the def2-TZVPD basis set, the Open Molecules 2025 dataset).

XYZ file:
```
9
Properties=species:S:1:pos:R:3:lowdin_charge:R:1
C 2.15 0.21 0.14 -0.296
C -0.17 -0.69 0.14 -0.184
C -1.31 0.19 -0.17 -0.099
O 1.06 -0.31 -0.12 0.077
O 3.29 0.22 -0.19 0.118
H -0.12 -1.31 1.01 0.104
H -2.30 -0.14 -0.45 0.061
H -1.08 0.87 -1.08 0.104
H -1.52 0.95 0.72 0.114
```

Values from the calculation:
orbital gap (alpha / beta) = 7.8 / 8.4 eV
HOMO (alpha / beta) = -7.729 / -8.262 eV
net charge = 0
ΔE to the lowest compared entry with this formula, charge and spin = 453.14 kJ/mol
2S+1 = 1

***

Question: Which value of 2S+1 does entry 2 give?
Answer: 1